Record 1
Formula: C4H6O2
Source: OMol25
Level of theory: ωB97M-V/def2-TZVPD

Each line ends with the Löwdin charge.
Geometry (Å):
C -1.389 -0.328 0.697  -0.070
O -1.484 -0.285 -0.713  -0.039
C -0.671 0.736 -0.102  -0.231
C 0.733 0.689 -0.216  -0.303
C 1.325 -0.607 -0.461  -0.136
O 1.487 0.043 0.779  -0.028
H -2.515 -0.091 1.143  0.174
H -0.970 -1.066 1.105  0.023
H -1.112 1.676 -0.088  0.124
H 1.257 1.650 -0.592  0.183
H 0.923 -1.669 -0.416  0.131
H 2.417 -0.748 -1.137  0.172

Calculated values
- Relative energy (zero: lowest compared OMol25 entry of this formula, charge and spin): 112.3 kcal/mol
- E_HOMO: -10.0501 eV
- Gap between HOMO and LUMO: 11.10 eV
- SMILES: C1O[C@@H]1[C@@H]1CO1

---

Record 2
Formula: C3H5NO2
Source: OMol25
Level of theory: ωB97M-V/def2-TZVPD

Each line ends with the Löwdin charge.
Geometry (Å):
C 1.237 -0.243 -0.870  0.135
C -1.040 -0.045 -0.922  -0.036
O -1.893 -0.295 -1.638  0.146
N -1.382 0.726 1.097  0.058
C -0.409 -0.051 1.509  -0.493
O 0.814 0.095 1.184  -0.116
H 1.362 0.781 -1.203  0.053
H 0.922 -0.931 -1.653  0.033
H 2.038 -0.635 -0.261  0.047
H -0.933 1.554 0.698  0.054
H -0.715 -0.955 2.057  0.119

Calculated values
- Relative energy (zero: lowest compared OMol25 entry of this formula, charge and spin): 121.2 kcal/mol
- E_HOMO (alpha / beta): -9.6504 / -9.6516 eV
- Gap between HOMO and LUMO (alpha / beta): 8.70 / 8.70 eV

---

Record 3
Formula: C23H54F3N3O11PS2
Source: OMol25
Level of theory: ωB97M-V/def2-TZVPD

Each line ends with the Löwdin charge.
Geometry (Å):
C 3.206 -5.373 -0.033  -0.147
C 1.828 -4.600 0.479  -0.252
C 2.170 -3.317 1.497  -0.213
C 1.277 -2.032 1.009  -0.184
C 2.130 -0.593 1.011  -0.149
N 2.695 -0.306 -0.376  -0.323
S 3.918 -1.486 -0.918  0.884
C 2.312 0.789 -1.163  -0.149
N 1.328 1.815 -0.701  -0.173
O 1.719 2.553 0.337  0.013
C -0.104 1.420 -0.715  -0.147
O -0.418 -0.005 -0.831  -0.222
C -1.901 -0.234 -0.835  -0.130
C -2.390 -0.917 0.579  -0.157
O -3.845 -1.089 0.712  -0.228
C -4.432 -1.810 -0.429  -0.165
C -3.631 -3.194 -0.846  -0.165
O -4.428 -4.062 -1.773  -0.214
C -4.737 -3.338 -3.021  -0.277
C -4.525 -4.229 -4.393  -0.106
N 2.972 1.027 -2.514  -0.321
P 2.369 -0.025 -3.802  0.951
O 0.748 -0.591 -3.563  -0.276
O 3.457 -1.321 -4.214  -0.292
S 2.751 2.661 -3.088  0.846
O 1.293 2.824 -3.601  -0.338
O 3.222 3.770 -2.117  -0.279
C 3.851 2.836 -4.640  -0.261
F 2.997 2.475 -5.831  -0.005
F 5.056 1.980 -4.555  0.024
F 4.157 4.296 -4.812  0.030
H 2.995 -5.796 -1.127  0.087
H 3.410 -6.304 0.657  0.089
H 4.116 -4.645 -0.139  0.056
H 1.091 -5.375 1.007  0.123
H 1.271 -4.261 -0.502  0.092
H 3.322 -3.090 1.509  0.091
H 1.812 -3.695 2.571  0.129
H 0.353 -1.940 1.760  0.128
H 0.805 -2.177 -0.056  0.103
H 1.375 0.207 1.404  0.127
H 3.063 -0.708 1.725  0.152
H 3.256 -2.699 -1.214  -0.050
H 1.183 2.389 1.168  0.144
H -0.616 1.953 -1.653  0.163
H -0.705 1.838 0.226  0.173
H -2.149 -0.901 -1.776  0.127
H -2.461 0.809 -0.988  0.154
H -1.766 -1.907 0.781  0.127
H -2.058 -0.163 1.438  0.149
H -5.520 -2.159 -0.085  0.160
H -4.633 -1.092 -1.361  0.135
H -3.426 -3.821 0.148  0.155
H -2.611 -3.001 -1.406  0.120
H -4.079 -2.356 -3.173  0.119
H -5.892 -3.056 -2.981  0.136
H -3.356 -4.218 -4.621  0.084
H -5.071 -3.631 -5.267  0.094
H -4.929 -5.323 -4.259  0.090
H 0.059 -0.041 -4.040  0.099
H 4.359 -1.070 -3.823  0.067
C 6.485 8.222 -3.845  -0.067
C 7.049 7.915 -5.223  -0.502
C 5.956 7.900 -6.279  -0.065
O 7.697 6.645 -5.196  -0.060
H 5.759 7.461 -3.541  0.075
H 7.282 8.217 -3.094  0.081
H 5.994 9.200 -3.829  0.081
H 7.805 8.663 -5.487  0.142
H 5.210 7.127 -6.061  0.071
H 6.374 7.666 -7.264  0.082
H 5.449 8.869 -6.336  0.082
H 7.033 5.975 -4.963  0.082
C -6.164 1.404 4.957  -0.065
C -4.965 0.927 4.153  -0.500
C -5.372 0.496 2.753  -0.059
O -4.352 -0.170 4.825  -0.066
H -6.902 0.602 5.072  0.084
H -5.858 1.699 5.966  0.081
H -6.649 2.258 4.474  0.082
H -4.222 1.729 4.090  0.138
H -6.082 -0.338 2.791  0.090
H -4.501 0.144 2.190  0.046
H -5.833 1.323 2.204  0.087
H -5.004 -0.887 4.886  0.096
C -2.556 -3.141 7.102  -0.066
C -1.273 -2.325 7.144  -0.507
C -1.066 -1.689 8.510  -0.066
O -1.330 -1.304 6.151  -0.073
H -3.429 -2.507 7.294  0.080
H -2.698 -3.582 6.110  0.078
H -2.537 -3.945 7.844  0.081
H -0.420 -2.969 6.905  0.136
H -1.887 -1.004 8.752  0.083
H -0.146 -1.095 8.522  0.080
H -1.003 -2.449 9.294  0.082
H -2.085 -0.728 6.356  0.078

Calculated values
- E_HOMO: -11.5021 eV
- Total charge: +1
- Gap between HOMO and LUMO: 6.24 eV

---

Record 4
Formula: C6H10N2O2S
Source: OMol25
Level of theory: ωB97M-V/def2-TZVPD

Each line ends with the Löwdin charge.
Geometry (Å):
C -0.727 0.171 2.500  0.009
C 0.377 0.098 1.865  -0.188
C 0.735 -0.766 0.685  -0.145
C 0.833 0.163 -0.543  -0.326
C -0.509 0.488 -1.056  -0.130
C -1.116 0.377 -2.221  0.019
N 1.657 -0.529 -1.536  -0.391
S 1.289 -2.094 -2.140  0.854
N 2.516 0.234 -2.235  -0.461
O 2.497 1.365 -1.899  0.093
O 3.107 -0.366 -3.113  -0.008
H -0.999 0.712 3.419  0.077
H -1.568 -0.416 2.231  0.055
H 1.162 0.664 2.167  0.075
H 1.587 -1.419 0.625  0.108
H -0.046 -1.419 0.687  0.076
H 1.461 0.994 -0.296  0.136
H -1.168 1.152 -0.361  0.144
H -2.095 0.785 -2.346  0.056
H -0.747 -0.052 -3.068  0.015
H 2.340 -1.892 -3.046  -0.067

Calculated values
- Relative energy (zero: lowest compared OMol25 entry of this formula, charge and spin): 186.1 kcal/mol
- E_HOMO: -8.8824 eV
- Gap between HOMO and LUMO: 9.47 eV
- SMILES: C=CC[C@H](C=C)N(S)[N+](=O)[O-]

---

Record 5
Formula: C12H48N14O12
Source: OMol25
Level of theory: ωB97M-V/def2-TZVPD

Each line ends with the Löwdin charge.
Geometry (Å):
N 1.876 -3.034 1.336  0.143
C 3.135 -2.767 1.162  -0.652
N 3.517 -1.640 1.715  0.151
O 3.975 -3.514 0.387  -0.110
H 1.479 -3.875 0.887  0.114
H 1.341 -2.591 2.066  0.041
H 4.519 -1.329 1.536  0.146
H 2.879 -0.843 1.720  0.065
N -2.467 -1.886 -2.165  0.124
C -3.399 -1.690 -2.979  -0.723
N -3.395 -2.449 -4.001  0.124
O -4.282 -0.637 -2.958  -0.114
H -2.708 -1.762 -1.131  0.098
H -1.665 -2.579 -2.311  0.078
H -4.359 -2.484 -4.564  0.183
H -3.013 -3.458 -4.089  0.146
N 1.821 1.114 2.526  0.168
C 3.093 1.381 2.645  -0.691
N 3.746 1.429 1.505  0.155
O 3.687 1.596 3.818  -0.102
H 1.412 0.831 3.421  0.074
H 1.351 0.887 1.651  0.075
H 4.756 1.678 1.425  0.148
H 3.268 1.473 0.571  0.082
N -2.691 3.170 4.736  0.141
C -2.808 1.968 4.267  -0.625
N -1.944 1.697 3.285  0.056
O -3.788 1.100 4.710  -0.096
H -3.298 3.342 5.586  0.154
H -2.089 3.974 4.343  0.166
H -1.478 0.753 3.432  0.039
H -1.204 2.343 2.884  0.164
N -3.529 0.268 1.721  0.117
C -3.748 0.019 0.449  -0.583
N -3.601 1.041 -0.380  0.183
O -3.956 -1.311 0.064  -0.156
H -3.583 -0.593 2.325  0.129
H -2.812 0.960 2.201  0.058
H -3.677 0.754 -1.355  0.078
H -3.217 1.976 -0.097  0.133
N 1.187 -2.377 -1.403  0.168
C 0.496 -3.441 -1.579  -0.698
N -0.200 -3.304 -2.620  0.114
O 0.601 -4.508 -0.790  -0.046
H 1.517 -2.313 -0.378  0.110
H 1.005 -1.493 -1.875  0.092
H -0.656 -4.265 -2.879  0.197
H 0.069 -2.692 -3.391  0.148
N 1.211 -0.763 4.805  0.163
C 0.198 -1.221 4.103  -0.624
N -0.823 -0.430 4.278  0.117
O 0.157 -2.277 3.310  -0.038
H 2.154 -1.230 4.718  0.164
H 1.338 0.023 5.443  0.136
H -1.733 -1.001 4.314  0.196
H -0.675 0.371 4.912  0.142
C 3.397 -0.026 -1.489  -0.140
O 3.050 1.283 -1.173  -0.141
H 3.920 -0.005 -2.418  0.066
H 2.634 -0.707 -1.865  0.050
H 4.038 -0.480 -0.698  0.098
H 2.669 1.815 -1.869  0.024
C -1.316 0.794 -3.918  -0.121
O -1.044 0.428 -2.587  -0.149
H -0.647 1.579 -4.141  0.036
H -2.347 1.112 -4.163  0.105
H -1.070 -0.135 -4.577  0.116
H -1.765 -0.050 -2.288  -0.015
C 2.127 1.744 -4.033  -0.154
O 2.354 2.917 -3.284  -0.114
H 1.478 1.009 -3.481  0.090
H 3.099 1.276 -4.409  0.120
H 1.615 1.914 -4.928  0.057
H 3.110 3.310 -3.731  0.109
C -0.462 -0.576 0.573  -0.107
O 0.351 0.473 0.058  -0.137
H -1.028 -0.194 1.459  0.067
H 0.122 -1.329 1.117  0.044
H -1.052 -1.160 -0.221  0.097
H 0.247 0.881 -0.791  0.033
C -0.175 3.574 -1.811  -0.160
O -1.303 2.930 -1.354  -0.133
H -0.298 4.626 -1.559  0.096
H -0.044 3.435 -2.853  0.058
H 0.629 3.144 -1.234  0.072
H -1.240 2.012 -1.640  0.013

Calculated values
- Relative energy (zero: lowest compared OMol25 entry of this formula, charge and spin): 244.3 kcal/mol
- E_HOMO: -8.7282 eV
- Gap between HOMO and LUMO: 8.50 eV
- SMILES: NC(N)=O.NC(N)=O.NC(N)=O.NC(N)=O.NC(N)=O.NC(N)=O.NC(N)=O.CO.CO.CO.CO.CO

---

Record 6
Formula: C10H17N3
Source: OMol25
Level of theory: ωB97M-V/def2-TZVPD

Each line ends with the Löwdin charge.
Geometry (Å):
H 2.881 2.365 0.340  0.061
N 2.064 1.761 0.258  0.120
C 2.354 0.552 0.040  -0.369
C 3.817 0.059 -0.266  -0.006
C 1.315 -0.422 -0.007  -0.135
N 1.761 -1.735 -0.011  0.090
C 0.705 -2.453 0.078  -0.178
N -0.503 -1.746 0.019  -0.064
C -1.747 -2.414 0.379  -0.019
C -0.247 -0.413 -0.054  -0.060
C -1.126 0.795 0.007  -0.547
C -1.034 1.541 1.283  -0.081
C -2.626 0.391 -0.311  -0.057
C -0.650 1.755 -1.191  -0.036
H 3.829 -0.263 -1.363  0.114
H 3.717 -0.821 0.303  0.035
H 4.613 0.595 -0.060  0.010
H 0.677 -3.582 0.125  0.140
H -1.928 -2.285 1.391  0.081
H -2.540 -2.089 -0.251  0.063
H -1.693 -3.473 0.211  0.088
H -1.795 2.316 1.245  0.079
H -1.322 0.970 2.237  0.106
H -0.001 1.915 1.502  0.078
H -3.200 1.308 -0.748  0.111
H -2.416 -0.281 -1.191  0.081
H -3.095 -0.262 0.476  0.081
H -0.506 1.079 -2.050  0.086
H -1.516 2.512 -1.394  0.107
H 0.211 2.321 -0.997  0.024

Calculated values
- Relative energy (zero: lowest compared OMol25 entry of this formula, charge and spin): 28.4 kcal/mol
- E_HOMO: -7.7997 eV
- Gap between HOMO and LUMO: 8.51 eV
- SMILES: [H]/N=C(\C)c1ncn(C)c1C(C)(C)C

---

| no. | calculated total energy (eV) |
| --- | --- |
| 1 | -8335.592 |
| 2 | -8772.439 |
| 3 | -90808.639 |
| 4 | -24287.736 |
| 5 | -58650.205 |
| 6 | -15113.818 |